1.
A 7-piece molecular cluster, C26H71N6O6 overall in a non-equilibrium geometry. Source: the OMol25 dataset; level of theory: ωB97M-V/def2-TZVPD.

As for the total charge: +1. For the LUMO energy, the calculation gives -0.0783 Eh.

Atoms and positions in Å:
N1 1.03 8.02 17.66
H1 1.41 8.10 16.69
H2 -0.01 8.04 17.63
H3 1.44 8.78 18.25
H4 1.40 7.12 18.04
C1 -4.39 7.53 20.99
C2 -3.84 6.75 22.17
C3 -4.02 5.25 21.84
C4 -2.97 4.63 20.91
C5 -1.55 5.01 21.29
C6 -1.34 6.54 21.58
N2 -2.43 7.06 22.37
O1 -2.21 8.34 22.88
C7 -0.09 6.59 22.47
C8 -1.06 7.27 20.24
C9 -4.63 7.04 23.41
H5 -4.03 7.23 20.00
H6 -4.26 8.61 21.05
H7 -5.46 7.34 20.89
H8 -4.03 4.58 22.71
H9 -4.99 5.11 21.37
H10 -3.22 4.93 19.88
H11 -3.14 3.56 20.81
H12 -0.95 4.84 20.39
H13 -1.22 4.38 22.11
H14 0.24 7.61 22.66
H15 -0.30 6.19 23.47
H16 0.74 5.96 22.13
H17 -0.11 6.98 19.78
H18 -1.86 7.10 19.52
H19 -0.98 8.34 20.43
H20 -4.77 8.08 23.69
H21 -4.14 6.62 24.30
H22 -5.57 6.48 23.41
H23 -1.83 8.25 23.75
C10 -2.61 9.58 17.54
O2 -1.68 8.50 17.43
H24 -3.49 9.45 16.91
H25 -2.89 9.78 18.58
H26 -2.04 10.44 17.19
H27 -2.01 7.84 16.77
C11 1.49 10.08 14.19
C12 2.54 8.98 14.38
C13 3.63 9.33 15.43
O3 4.26 10.58 15.22
C14 5.13 10.60 14.11
N3 1.73 7.85 14.93
H28 0.77 10.16 15.00
H29 0.92 9.88 13.28
H30 1.97 11.05 14.01
H31 2.87 8.63 13.40
H32 4.41 8.56 15.48
H33 3.19 9.46 16.42
H34 6.11 10.25 14.46
H35 5.32 11.59 13.71
H36 4.75 10.02 13.26
H37 2.37 7.05 14.97
H38 1.04 7.60 14.23
C15 -3.23 4.95 17.31
C16 -1.85 5.12 16.64
C17 -1.38 3.84 15.95
O4 -0.83 2.94 16.91
C18 -0.25 1.81 16.30
N4 -1.95 6.24 15.70
H39 -4.02 5.03 16.55
H40 -3.32 5.73 18.06
H41 -3.39 3.97 17.76
H42 -1.22 5.41 17.48
H43 -0.53 4.05 15.29
H44 -2.18 3.37 15.38
H45 -0.86 1.30 15.55
H46 0.14 1.08 17.00
H47 0.72 2.09 15.87
H48 -1.08 6.43 15.20
H49 -2.51 5.87 14.92
C19 2.11 11.54 21.04
C20 1.27 10.79 20.01
C21 0.01 11.56 19.53
O5 -0.93 11.98 20.48
C22 -1.48 10.95 21.29
N5 2.12 10.33 18.91
H50 1.62 11.67 22.01
H51 2.48 12.49 20.65
H52 2.95 10.91 21.36
H53 0.90 9.89 20.52
H54 -0.48 10.95 18.76
H55 0.34 12.44 18.97
H56 -1.96 11.52 22.09
H57 -0.69 10.40 21.81
H58 -2.20 10.32 20.77
H59 3.00 10.03 19.29
H60 2.27 11.09 18.25
C23 3.23 4.09 20.26
C24 2.27 5.29 20.12
C25 2.94 6.52 20.71
O6 2.97 6.43 22.12
C26 3.36 7.68 22.69
N6 1.91 5.47 18.69
H61 3.52 3.96 21.31
H62 4.14 4.35 19.72
H63 2.85 3.15 19.87
H64 1.33 5.02 20.60
H65 2.25 7.36 20.55
H66 3.94 6.67 20.28
H67 2.62 8.42 22.37
H68 4.36 7.94 22.33
H69 3.42 7.56 23.77
H70 2.81 5.47 18.20
H71 1.49 4.57 18.47

Löwdin population analysis, charges in e, atoms 1 to 8: N 0.218; H 0.055; H 0.072; H 0.061; H 0.052; C -0.028; C -0.518; C -0.122


2.
One molecule with the formula C5H12O in a non-equilibrium geometry. Source: the OMol25 dataset; level of theory: ωB97M-V/def2-TZVPD.

For the LUMO energy, the calculation gives 0.0398 Eh. The energy relative to the best compared isomer or geometry (same formula, charge and spin) comes out at 94.6 kcal per mole.

Atoms and positions in Å:
C1 2.40 -0.01 0.28
C2 1.09 0.66 -0.09
O1 0.12 -0.32 -0.05
C3 -1.23 0.15 -0.22
C4 -1.69 -0.57 -1.56
C5 -1.08 -0.16 1.55
H1 2.53 -0.91 -0.34
H2 2.40 -0.33 1.33
H3 3.23 0.67 0.12
H4 0.89 1.52 0.58
H5 1.06 1.01 -1.12
H6 -1.27 1.23 -0.48
H7 -2.57 -0.15 -2.06
H8 -1.86 -1.64 -1.43
H9 -0.86 -0.48 -2.30
H10 -0.07 -0.24 2.09
H11 -1.54 -1.13 1.71
H12 -1.57 0.68 1.98

Löwdin population analysis, charges in e, atoms 1 to 8: C -0.068; C -0.334; O -0.310; C -0.228; C -0.049; C 0.011; H 0.081; H 0.075


3.
An isolated ion of composition C4H8N and charge +1 in a non-equilibrium geometry. Source: the OMol25 dataset; level of theory: ωB97M-V/def2-TZVPD.

As for the total charge: +1. The multiplicity is 3. The expectation value of S² is 2.01. For the LUMO energy (spin up / spin down), the calculation gives -0.1371 / -0.2564 Eh. The energy relative to the best compared isomer or geometry (same formula, charge and spin) comes out at 26.0 kcal per mole.

Atoms and positions in Å:
C1 0.89 0.07 0.08
C2 1.96 -0.67 -0.04
C3 0.17 1.32 -0.16
C4 -0.49 0.17 0.57
N1 -1.55 -0.59 -0.15
H1 2.01 -1.68 0.35
H2 2.85 -0.30 -0.52
H3 0.43 2.20 0.41
H4 -0.15 1.55 -1.16
H5 -0.70 0.25 1.63
H6 -1.30 -0.66 -1.15
H7 -2.46 -0.11 -0.07
H8 -1.64 -1.54 0.23

Löwdin population analysis, charges in e, atoms 1 to 8: C -0.189; C 0.091; C -0.018; C -0.211; N 0.225; H 0.081; H 0.085; H 0.121


4.
One molecule with the formula C19H20N4O4S in a non-equilibrium geometry. Source: the OMol25 dataset; level of theory: ωB97M-V/def2-TZVPD.

For the LUMO energy, the calculation gives -0.0002 Eh. The energy relative to the best compared isomer or geometry (same formula, charge and spin) comes out at 66.6 kcal per mole.

Atoms and positions in Å:
C1 -1.87 -5.17 0.62
C2 -2.70 -5.12 1.71
C3 -4.14 -4.98 1.55
C4 -4.72 -3.91 2.43
C5 -4.10 -2.51 2.18
O1 -3.69 -1.88 3.13
N1 -4.02 -2.04 0.88
C6 -3.17 -1.10 0.36
C7 -3.02 -1.21 -1.03
C8 -2.16 -0.36 -1.70
C9 -1.44 0.64 -1.03
C10 -0.54 1.50 -1.83
O2 -1.05 2.09 -2.76
N2 0.88 1.57 -1.73
C11 1.63 0.70 -0.78
C12 2.42 1.61 0.16
C13 3.19 2.61 -0.62
N3 4.33 3.16 -0.07
C14 4.94 3.90 -0.96
C15 6.13 4.65 -0.64
O3 6.74 5.25 -1.52
N4 6.62 4.70 0.63
O4 7.79 5.41 1.06
S1 4.18 3.95 -2.52
C16 2.92 2.92 -1.94
C17 1.68 2.43 -2.60
C18 -1.56 0.73 0.37
C19 -2.44 -0.12 1.09
H1 -0.81 -5.20 0.82
H2 -2.22 -5.16 -0.39
H3 -2.26 -5.24 2.71
H4 -4.59 -5.91 1.80
H5 -4.39 -4.82 0.51
H6 -5.79 -3.85 2.28
H7 -4.62 -4.18 3.46
H8 -4.44 -2.66 0.18
H9 -3.54 -2.00 -1.55
H10 -2.01 -0.44 -2.77
H11 2.31 0.05 -1.37
H12 0.98 0.05 -0.18
H13 1.74 2.08 0.84
H14 3.09 1.00 0.80
H15 6.00 4.32 1.34
H16 8.22 5.89 0.32
H17 1.09 3.32 -2.89
H18 1.91 1.90 -3.51
H19 -1.01 1.44 0.98
H20 -2.51 0.01 2.16

Löwdin population analysis, charges in e, atoms 1 to 8: C 0.026; C -0.172; C -0.251; C -0.105; C -0.427; O 0.074; N 0.123; C -0.221


5.
A 2-piece molecular cluster, CH6NO2 overall in a non-equilibrium geometry. Source: the OMol25 dataset; level of theory: ωB97M-V/def2-TZVPD.

As for the total charge: -1. For the LUMO energy, the calculation gives 0.1731 Eh. The energy relative to the best compared isomer or geometry (same formula, charge and spin) comes out at 19.2 kcal per mole.

Atoms and positions in Å:
N1 0.92 1.50 0.10
C1 1.27 0.02 -0.22
O1 0.33 -1.00 -0.11
H1 0.31 1.54 0.85
H2 0.67 2.07 -0.64
H3 2.28 -0.25 0.20
H4 1.71 0.05 -1.31
H5 -1.27 -0.55 0.17
H6 -2.62 -0.60 -0.52
O2 -2.22 -0.61 0.34

Löwdin population analysis, charges in e, atoms 1 to 8: N -0.012; C -0.516; O -0.370; H -0.006; H -0.013; H 0.052; H 0.067; H -0.067


6.
C32H26F16N3O4Ti as an isolated structure in a non-equilibrium geometry. Source: the OMol25 dataset; level of theory: ωB97M-V/def2-TZVPD.

As for the total charge: -2. The multiplicity is 2. The expectation value of S² is 0.75. For the LUMO energy (spin up / spin down), the calculation gives 0.1633 / 0.1633 Eh. The energy relative to the best compared isomer or geometry (same formula, charge and spin) comes out at 39.9 kcal per mole.

Atoms and positions in Å:
Ti1 -0.42 0.62 -1.02
C1 -4.90 -1.85 3.41
C2 -3.69 -1.29 2.71
C3 -2.41 -1.79 2.91
C4 -1.32 -1.21 2.30
C5 -1.42 -0.10 1.46
N1 -0.32 0.57 0.91
C6 0.71 1.04 1.68
C7 0.85 0.74 3.06
C8 1.92 1.15 3.82
C9 2.94 1.91 3.27
C10 4.15 2.35 4.06
C11 2.78 2.30 1.95
C12 1.70 1.94 1.16
C13 1.59 2.63 -0.22
O1 0.65 2.21 -1.08
C14 3.00 2.58 -0.95
F1 2.87 2.66 -2.28
F2 3.69 1.45 -0.69
F3 3.85 3.60 -0.61
C15 1.31 4.17 -0.01
F4 2.04 4.78 0.97
F5 1.57 4.87 -1.15
F6 0.03 4.39 0.29
C16 -2.75 0.33 1.15
C17 -3.83 -0.24 1.80
C18 -2.98 1.39 0.06
O2 -2.13 1.32 -1.01
C19 -2.87 2.80 0.75
F7 -3.90 3.02 1.62
F8 -1.76 2.91 1.48
F9 -2.90 3.80 -0.13
C20 -4.40 1.31 -0.59
F10 -4.67 0.05 -0.99
F11 -5.45 1.68 0.20
F12 -4.48 2.10 -1.67
H1 -4.61 -2.57 4.17
H2 -5.57 -2.34 2.70
H3 -5.47 -1.05 3.90
H4 -2.27 -2.65 3.56
H5 -0.34 -1.62 2.46
H6 0.07 0.17 3.53
H7 1.95 0.87 4.87
H8 4.30 1.73 4.94
H9 4.05 3.39 4.39
H10 5.05 2.29 3.44
H11 3.54 2.96 1.54
H12 -4.83 0.13 1.62
C21 0.30 -4.32 -1.67
N2 0.71 -3.27 -0.77
C22 0.61 -3.68 0.61
C23 2.02 -2.72 -1.09
C24 2.13 -1.24 -0.69
N3 1.34 -0.36 -1.53
C25 1.72 -0.10 -2.78
C26 0.86 0.67 -3.63
F13 -0.37 1.06 -3.16
C27 1.19 1.07 -4.90
F14 0.32 1.83 -5.59
C28 2.38 0.70 -5.51
C29 3.22 -0.08 -4.74
F15 4.40 -0.47 -5.28
C30 2.93 -0.46 -3.45
F16 3.91 -1.18 -2.83
H13 0.96 -5.21 -1.62
H14 0.31 -3.93 -2.69
H15 -0.72 -4.63 -1.43
H16 1.19 -4.60 0.82
H17 -0.44 -3.86 0.87
H18 0.98 -2.89 1.25
H19 2.15 -2.79 -2.17
H20 2.83 -3.30 -0.61
H21 3.18 -0.95 -0.68
H22 1.75 -1.13 0.33
H23 2.63 1.01 -6.51
C31 -3.00 -2.82 -1.19
O3 -2.15 -1.79 -0.73
C32 -1.28 -1.18 -1.65
O4 -1.28 -1.64 -2.78
H24 -3.93 -2.75 -0.63
H25 -2.54 -3.80 -1.01
H26 -3.20 -2.71 -2.26

Löwdin population analysis, charges in e, atoms 1 to 8: Ti 0.958; C -0.069; C -0.281; C -0.051; C -0.047; C -0.207; N -0.040; C -0.189


7.
One molecule with the formula C5H8O2 in a non-equilibrium geometry. Source: the OMol25 dataset; level of theory: ωB97M-V/def2-TZVPD.

The multiplicity is 3. The expectation value of S² is 2.03. For the LUMO energy (spin up / spin down), the calculation gives 0.0293 / -0.0125 Eh. The energy relative to the best compared isomer or geometry (same formula, charge and spin) comes out at 33.6 kcal per mole.

Atoms and positions in Å:
C1 2.26 -0.33 0.93
C2 1.49 0.18 0.00
C3 -1.72 -1.49 0.87
C4 0.09 -0.06 -0.10
C5 -0.75 0.75 -1.01
O1 -0.52 -1.01 0.65
O2 -0.24 2.06 -1.08
H1 3.39 -0.35 1.06
H2 1.69 -0.70 1.77
H3 1.90 0.42 -1.05
H4 -1.72 -2.05 1.80
H5 -2.67 -0.97 0.48
H6 -1.80 0.88 -0.61
H7 -0.82 0.11 -1.86
H8 -0.58 2.56 -1.84

Löwdin population analysis, charges in e, atoms 1 to 8: C 0.003; C -0.164; C -0.041; C -0.245; C -0.227; O -0.077; O -0.047; H 0.087


8.
A 2-piece molecular cluster, C4H7NO overall in a non-equilibrium geometry. Source: the OMol25 dataset; level of theory: ωB97M-V/def2-TZVPD.

For the LUMO energy (spin up / spin down), the calculation gives 0.0166 / -0.0322 Eh. The energy relative to the best compared isomer or geometry (same formula, charge and spin) comes out at 147.4 kcal per mole.

Atoms and positions in Å:
C1 0.00 -0.76 -0.02
C2 1.34 -0.59 -0.54
C3 2.29 0.42 0.04
C4 -2.41 0.61 0.17
N1 0.76 -1.67 0.40
O1 -3.32 -0.27 -0.22
H1 1.56 -0.94 -1.55
H2 2.70 0.06 0.99
H3 1.78 1.37 0.25
H4 3.11 0.61 -0.64
H5 -2.07 1.30 -0.58
H6 -2.18 0.76 1.22
H7 -3.56 -0.89 0.49

Löwdin population analysis, charges in e, atoms 1 to 8: C -0.097; C -0.367; C -0.094; C -0.058; N 0.092; O -0.022; H 0.097; H 0.074


no.,electronic energy (Eh)
1,-1812.85816
2,-272.79797
3,-211.47700
4,-1654.14040
5,-246.91859
6,-4147.75290
7,-345.58319
8,-286.39677